{
  "formula": "C5H8BrN2",
  "method": "ωB97M-V with the def2-TZVPD basis set",
  "species": ["C", "C", "C", "C", "C", "N", "N", "Br", "H", "H", "H", "H", "H", "H", "H", "H"],
  "positions_angstrom": [[0.54, 1.65, -0.20], [1.69, 1.26, 0.45], [-0.12, 0.40, -0.38], [0.06, -1.95, 0.30], [-2.00, 0.67, -0.96], [1.65, -0.05, 0.71], [0.53, -0.60, 0.18], [-2.99, -0.40, 0.22], [0.06, 2.52, -0.50], [2.64, 1.82, 0.85], [-1.04, -2.19, 0.22], [0.63, -2.47, -0.56], [0.59, -2.38, 1.23], [-2.16, 0.50, -2.04], [-2.26, 1.75, -0.92], [2.19, -0.56, 1.41]],
  "multiplicity": 1,
  "e_above_lowest_ev": 4.154,
  "e_homo_ev": -14.10,
  "total_energy_ev": -78327.4370,
  "total_charge": 1,
  "gap_ha": 0.3839
}

{
  "formula": "C5H8CaO3",
  "method": "ωB97M-V with the def2-TZVPD basis set",
  "species": ["O", "C", "C", "O", "C", "O", "Ca", "C", "C", "H", "H", "H", "H", "H", "H", "H", "H"],
  "positions_angstrom": [[0.80, -0.65, 1.26], [-0.38, 0.55, 0.45], [0.58, 0.99, -0.65], [1.82, 0.32, -0.46], [1.84, -0.57, 0.58], [2.83, -1.32, 0.55], [4.27, -0.97, -1.06], [-1.82, 0.62, 0.22], [-1.66, -0.89, -0.07], [-0.13, 0.97, 1.43], [0.79, 2.06, -0.56], [0.19, 0.76, -1.65], [-2.40, 0.81, 1.13], [-2.10, 1.20, -0.66], [-2.25, -1.50, 0.61], [-0.59, -1.28, 0.03], [-1.79, -1.09, -1.14]],
  "multiplicity": 2,
  "e_homo_ev": [-9.01, -14.28],
  "total_energy_ev": -29886.4493,
  "total_charge": 1,
  "gap_ha": [0.1972, 0.3888]
}

{
  "formula": "C5H8Cl2",
  "method": "ωB97M-V with the def2-TZVPD basis set",
  "species": ["C", "C", "C", "C", "C", "Cl", "Cl", "H", "H", "H", "H", "H", "H", "H", "H"],
  "positions_angstrom": [[0.11, 1.03, 0.81], [0.70, -0.06, -0.01], [-0.71, 0.38, -0.33], [2.00, -0.31, -0.59], [-2.00, -0.47, -0.13], [0.37, -1.78, 1.52], [-0.92, 1.58, -1.67], [-0.29, 1.01, 1.85], [0.43, 2.01, 0.56], [2.33, -1.19, 0.02], [2.68, 0.52, -0.11], [1.95, -0.47, -1.68], [-2.83, 0.06, 0.08], [-1.67, -1.09, 0.72], [-2.15, -1.22, -1.04]],
  "multiplicity": 1,
  "e_above_lowest_ev": 3.137,
  "e_homo_ev": -10.09,
  "total_energy_ev": -30356.7450,
  "gap_ha": 0.3391
}